Molecular formula: CHNO3S
Method: DFT, ωB97M-V/def2-TZVPD

Energy relative to the best compared isomer or geometry (same formula, charge and spin): 2.013 eV
F_max: 3.276 eV/A
HOMO: -12.394 eV
LUMO: -0.0568 Eh
2S+1: 1
Kohn-Sham gap: 10.85 eV
SMILES string: O=S(=O)=O.C#N

Each atom is followed by the atoms it is bonded to, with distances in Å.
Atoms and positions in Å:
1 O -2.140 1.997 0.497  S2 1.426
2 S -0.837 2.347 0.033  O1 1.426, O3 1.435, O4 1.408
3 O -0.510 2.074 -1.337  S2 1.435
4 O 0.083 2.630 1.061  S2 1.408
5 C 1.166 -2.978 -0.088  N6 1.163, H7 1.044
6 N 0.064 -3.333 -0.201  C5 1.163
7 H 2.174 -2.737 0.036  C5 1.044